Record 1
10
Properties=species:S:1:pos:R:3:lowdin_charge:R:1 method="wB97M-V/def2-TZVPD" homo_lumo_gap_ev=10.776 energy_ev=-10438.9877 lumo_ev=0.761 max_force_ev_per_a=5.414 total_charge=0
O -0.1884 -1.2247 2.1214 0.16
C -0.9254 -1.5449 1.2532 -0.42
O -1.7254 -2.3275 0.6357 0.20
C -1.3603 -1.2375 -0.1917 -0.18
F -2.4356 -0.3314 -0.2366 0.01
H -0.7055 -1.3744 -1.0745 0.14
N 1.2610 -0.2902 -0.7092 0.00
H 0.9637 0.4146 -1.3733 0.01
H 2.2774 -0.1854 -0.6355 0.02
H 0.7960 0.0699 0.2126 0.06



Record 2
10
Properties=species:S:1:pos:R:3:lowdin_charge:R:1 method="wB97M-V/def2-TZVPD" homo_lumo_gap_ev=9.145 energy_ev=-28016.1676 lumo_ev=0.332 max_force_ev_per_a=1.635 total_charge=0
F -1.6710 1.2028 -1.4987 -0.06
C -1.6283 -0.0822 -0.9611 -0.21
C -0.3702 -0.3167 -0.1171 -0.92
S -0.3281 -1.6303 0.8753 0.65
N 0.5368 0.6673 -0.3277 -0.45
S 1.9510 0.7348 0.5782 0.74
H -2.5299 -0.2060 -0.2998 0.12
H -1.6854 -0.8853 -1.7432 0.13
H 0.1995 1.5095 -0.7768 0.09
H 1.3208 0.8073 1.8156 -0.10



Record 3
11
Properties=species:S:1:pos:R:3:lowdin_charge:R:1 method="wB97M-V/def2-TZVPD" homo_lumo_gap_ev=8.104 energy_ev=-21833.7985 lumo_ev=4.075 max_force_ev_per_a=4.793 total_charge=-1
C -1.2819 0.2554 0.4330 -0.18
C -0.5499 0.1877 -0.8485 -0.34
O 2.5169 0.5761 -0.4046 -0.37
O 1.4087 -0.2465 1.6013 -0.42
O 1.8237 -1.7111 -0.3166 -0.44
F -0.3990 1.3808 -1.4884 -0.07
S 1.6048 -0.3314 0.1528 0.43
H -2.3138 0.5616 0.3051 0.03
H -0.7655 0.8833 1.2808 0.09
H -1.2342 -0.9129 0.8929 0.14
H -0.8100 -0.6430 -1.6081 0.12



Record 4
8
Properties=species:S:1:pos:R:3:lowdin_charge:R:1 method="wB97M-V/def2-TZVPD" homo_lumo_gap_ev=9.570 energy_ev=-14144.0734 lumo_ev=0.916 max_force_ev_per_a=3.040 total_charge=0
F -1.6926 1.0806 -0.5671 -0.44
P -1.0980 -0.4179 -0.9144 0.91
C -0.0346 -0.3889 0.6638 -0.45
C 0.8796 0.1018 -0.3208 -0.24
H -0.1139 -1.2701 1.2661 0.05
H -0.6069 0.3693 1.2162 0.07
H 1.1430 1.1091 -0.5156 0.05
H 1.5234 -0.5839 -0.8281 0.04



Record 5
8
Properties=species:S:1:pos:R:3:lowdin_charge:R:1 method="wB97M-V/def2-TZVPD" homo_lumo_gap_ev=8.051 energy_ev=-14143.0497 lumo_ev=0.143 max_force_ev_per_a=3.721 total_charge=0
C 0.3244 -0.2804 0.6082 -0.53
C 0.7905 0.1615 -0.6164 -0.16
F -2.3182 0.8944 0.0766 -0.45
P -1.5048 -0.4817 -0.1985 0.90
H 0.5425 -1.3164 0.8772 0.06
H 0.5172 0.4108 1.3642 0.05
H 0.5607 1.2049 -0.7192 0.05
H 1.0877 -0.5929 -1.3921 0.07



Record 6
9
Properties=species:S:1:pos:R:3:lowdin_charge:R:1 method="wB97M-V/def2-TZVPD" homo_lumo_gap_ev="6.225 / 9.052" energy_ev=-24975.5771 lumo_ev="-2.716 / -0.380" max_force_ev_per_a=4.455 total_charge=0
C 3.0324 -0.2258 -0.2892 -1.15
C -0.1040 2.1509 0.6185 0.08
F 2.0489 0.1884 -1.1500 -0.14
P 2.4045 -0.4174 1.3031 0.87
S 4.7043 -0.2169 -0.7577 0.59
H 0.5242 1.5617 -0.0280 -0.06
H -0.8414 1.8558 1.2371 -0.07
H -0.2174 3.2886 0.4977 0.02
H 3.7175 -0.6176 1.7878 -0.14



Record 7
13
Properties=species:S:1:pos:R:3:lowdin_charge:R:1 method="wB97M-V/def2-TZVPD" homo_lumo_gap_ev="5.273 / 5.176" energy_ev=-63639.7545 lumo_ev="-8.097 / -8.194" max_force_ev_per_a=5.806 spin_multiplicity=5 s_squared=6.010 total_charge=+1
Fe -0.4590 -4.1954 2.4619 0.86
I -0.9608 -1.7212 3.3854 0.27
C -0.0906 -0.5637 -0.1706 -0.18
C -0.7935 0.7746 0.1486 -0.21
O -0.0438 1.7948 -0.4234 -0.21
S 1.1358 1.2606 -1.4883 0.84
O 2.3282 2.1437 -1.2839 -0.25
O 0.4664 1.1392 -2.8631 -0.28
O 1.2339 -0.1437 -0.5974 -0.25
H -0.3873 -1.3484 -0.8665 0.13
H 0.2693 -1.0109 0.7560 0.03
H -0.9023 1.0008 1.2093 0.11
H -1.7962 0.8697 -0.2682 0.13



Record 8
8
Properties=species:S:1:pos:R:3:lowdin_charge:R:1 method="wB97M-V/def2-TZVPD" homo_lumo_gap_ev=7.109 energy_ev=-8357.5644 lumo_ev=-1.493 max_force_ev_per_a=2.819 total_charge=0
C 0.2940 -0.7192 0.1098 -0.40
C -0.9052 0.0451 0.3561 -0.46
O -2.0549 -0.2467 -0.0082 -0.01
Hg 1.6350 0.5291 -0.9111 0.83
H 0.1382 -1.5287 -0.6193 0.03
H 0.8284 -1.0173 1.0243 0.03
H 0.8382 2.0512 -1.0319 -0.13
H -0.7737 0.8865 1.0802 0.10



Record 9
8
Properties=species:S:1:pos:R:3:lowdin_charge:R:1 method="wB97M-V/def2-TZVPD" homo_lumo_gap_ev=8.830 energy_ev=-18336.5459 lumo_ev=-0.462 max_force_ev_per_a=4.863 total_charge=0
C -0.2329 -0.0251 0.5757 -0.35
C -1.5209 0.0722 0.5783 -1.29
I -2.2249 1.9893 0.1144 0.76
I -2.6754 -1.5268 -0.2896 0.70
H 0.7024 1.8755 -0.8539 0.08
H 0.5972 0.7138 0.8504 0.01
H 0.2561 -0.9842 0.1941 0.08
H 0.8348 1.5198 -0.0888 0.00



Record 10
11
Properties=species:S:1:pos:R:3:lowdin_charge:R:1 method="wB97M-V/def2-TZVPD" homo_lumo_gap_ev=8.899 energy_ev=-31165.5032 lumo_ev=-0.382 max_force_ev_per_a=4.256 total_charge=0
C -0.2432 -0.4955 -1.1001 -0.68
C -0.4835 0.7233 0.2342 -1.55
N 0.9910 -0.9107 -1.2948 0.13
O -1.2450 -0.7908 -1.6756 0.00
P 0.2842 -0.1456 1.6928 0.67
I 0.9708 2.2877 -0.2088 0.69
I -2.4916 1.3987 0.2973 0.77
H 1.7623 -0.6110 -0.7268 0.06
H 1.1231 -1.5779 -2.0414 0.13
H 0.2065 0.8792 2.6399 -0.11
H -0.8746 -0.7574 2.1833 -0.11



Record 11
12
Properties=species:S:1:pos:R:3:lowdin_charge:R:1 method="wB97M-V/def2-TZVPD" homo_lumo_gap_ev=8.021 energy_ev=-31460.6237 lumo_ev=-5.069 max_force_ev_per_a=2.482 total_charge=+1
C -1.9438 0.1323 1.9913 -0.96
C 0.4013 0.3636 1.1809 -0.77
N -0.8742 0.1104 1.2586 0.02
N 1.0347 0.4457 0.0076 0.12
O -2.3180 1.1526 2.6765 0.04
I -3.4053 -1.2336 1.7931 1.15
I 1.5493 0.3703 3.0198 0.93
I -0.9243 -1.9177 -1.8066 0.46
H -1.6211 1.8556 2.6902 0.16
H 0.4506 0.7407 -0.7596 0.09
H -0.8005 -2.2546 -3.3533 -0.33
H 1.9821 0.1658 -0.0634 0.10



Record 12
8
Properties=species:S:1:pos:R:3:lowdin_charge:R:1 method="wB97M-V/def2-TZVPD" homo_lumo_gap_ev="6.898 / 7.905" energy_ev=-11724.4572 lumo_ev="-0.200 / 0.288" max_force_ev_per_a=4.151 total_charge=0
C 0.2963 0.7912 -0.4131 -0.02
C -1.3611 -1.2081 -0.1237 -0.67
N 0.9695 0.8700 0.5890 0.12
I -2.9859 0.1315 0.0239 0.55
H 0.0596 0.7429 -1.4233 0.04
H -1.3053 -1.7351 0.8496 -0.06
H -1.6078 -1.9414 -0.9920 -0.03
H 1.4087 1.6267 1.0688 0.08



These records have molecular weight values of 93.057, 125.193, 127.116, 78.026, 78.026, 110.093, 306.866, 244.643, 281.862, 342.842, 452.779, 168.965 Da, in the order they appear.